231
Properties=species:S:1:pos:R:3 method="wB97M-V/def2-TZVPD" e_lumo_ev=-0.81 e_above_lowest_ev=10.885 orbital_gap_ha=0.293 spin_multiplicity=1
C 3.04 3.24 7.58
C 2.34 1.85 7.61
C 2.76 0.95 6.46
O 2.12 -0.34 6.85
C 2.26 -1.40 5.90
N 2.61 1.35 8.93
H 2.68 4.11 8.12
H 2.81 3.71 6.63
H 4.10 3.04 7.70
H 1.30 2.14 7.69
H 3.81 0.68 6.54
H 2.48 1.31 5.47
H 1.66 -1.15 5.02
H 1.91 -2.35 6.29
H 3.29 -1.42 5.56
H 3.59 1.14 9.03
H 2.29 0.40 8.81
C -3.45 -5.78 -2.24
C -2.98 -6.10 -0.85
C -3.31 -4.95 0.24
O -4.61 -4.48 0.22
C -5.05 -3.54 1.21
N -3.53 -7.40 -0.56
H -3.22 -6.50 -3.02
H -3.04 -4.85 -2.65
H -4.53 -5.66 -2.21
H -1.90 -6.27 -0.85
H -2.49 -4.24 0.13
H -3.18 -5.34 1.25
H -4.49 -2.68 0.85
H -4.56 -3.75 2.16
H -6.14 -3.42 1.19
H -3.69 -7.55 0.43
H -3.18 -8.27 -0.95
C 2.51 -1.13 -6.00
C 3.16 -2.38 -6.68
C 4.75 -2.39 -6.69
O 5.13 -1.42 -7.65
C 6.54 -1.31 -7.85
N 2.61 -3.61 -6.20
H 2.60 -1.11 -4.91
H 1.44 -0.98 -6.12
H 3.04 -0.20 -6.21
H 2.78 -2.37 -7.70
H 5.23 -3.31 -7.03
H 5.13 -2.24 -5.68
H 7.11 -2.18 -8.17
H 7.08 -0.88 -7.01
H 6.71 -0.56 -8.62
H 2.43 -3.57 -5.20
H 3.28 -4.35 -6.36
C 0.22 -7.26 1.66
C 1.36 -6.26 1.82
C 0.81 -4.82 2.26
O 0.12 -4.81 3.52
C -0.20 -3.49 4.00
N 2.29 -6.75 2.75
H -0.59 -7.11 0.94
H -0.24 -7.31 2.64
H 0.61 -8.25 1.39
H 1.89 -6.22 0.86
H 0.28 -4.36 1.42
H 1.61 -4.13 2.52
H -0.58 -2.76 3.28
H 0.71 -3.14 4.50
H -0.92 -3.52 4.81
H 1.84 -6.95 3.63
H 2.53 -7.68 2.43
C 0.64 0.51 -2.37
C 0.67 0.11 -0.86
C 0.31 1.34 -0.03
O 0.44 0.90 1.32
C 0.53 2.02 2.33
N -0.13 -1.01 -0.58
H 1.29 1.36 -2.60
H -0.37 0.75 -2.70
H 0.93 -0.26 -3.08
H 1.69 -0.21 -0.65
H -0.72 1.66 -0.22
H 0.78 2.28 -0.29
H 0.21 1.52 3.24
H -0.27 2.71 2.06
H 1.50 2.50 2.28
H -1.03 -0.78 -0.98
H -0.35 -1.09 0.40
C 3.93 0.87 1.51
C 5.29 0.54 0.80
C 5.10 0.16 -0.65
O 4.87 1.30 -1.50
C 4.56 1.03 -2.88
N 6.25 1.68 0.93
H 3.18 1.39 0.91
H 4.19 1.47 2.38
H 3.50 -0.06 1.87
H 5.85 -0.24 1.32
H 4.42 -0.68 -0.73
H 5.96 -0.36 -1.07
H 3.50 0.80 -2.99
H 5.30 0.27 -3.11
H 4.69 1.88 -3.55
H 5.76 2.37 0.38
H 6.08 2.15 1.81
C -2.81 -0.34 2.38
C -3.12 0.17 3.79
C -1.86 -0.21 4.60
O -2.07 0.34 5.96
C -0.88 0.13 6.75
N -3.31 1.66 3.63
H -3.71 -0.19 1.78
H -2.62 -1.41 2.31
H -1.95 0.19 1.98
H -3.94 -0.40 4.22
H -0.92 0.24 4.27
H -1.65 -1.27 4.67
H -1.07 0.20 7.82
H -0.08 0.77 6.40
H -0.41 -0.82 6.48
H -2.38 1.99 3.41
H -3.36 2.05 4.57
C -1.46 3.15 -2.87
O -1.21 3.23 -4.07
N -2.31 2.26 -2.34
N -1.01 3.86 -1.90
H -2.38 2.12 -1.35
H -2.72 1.63 -3.01
H -1.37 3.67 -0.98
H -0.23 4.44 -2.16
C -6.23 1.48 -5.93
O -7.28 1.86 -6.28
N -5.61 1.96 -4.92
N -5.67 0.39 -6.48
H -4.73 1.57 -4.62
H -6.08 2.71 -4.44
H -6.11 -0.01 -7.29
H -4.66 0.50 -6.44
C 4.45 5.03 2.51
O 5.35 4.21 2.43
N 4.10 5.92 1.65
N 3.88 5.19 3.64
H 4.45 5.92 0.70
H 3.52 6.71 1.92
H 4.13 4.55 4.38
H 3.24 5.97 3.64
C -1.85 -4.46 -5.71
O -1.40 -4.35 -4.62
N -3.12 -4.59 -5.92
N -1.21 -4.05 -6.77
H -3.69 -4.87 -5.14
H -3.32 -4.77 -6.89
H -0.22 -3.96 -6.62
H -1.58 -4.34 -7.67
C 1.90 2.92 -5.97
O 2.88 2.77 -6.69
N 1.75 2.11 -4.89
N 0.87 3.64 -6.24
H 1.00 2.43 -4.30
H 2.65 1.82 -4.54
H 0.07 3.75 -5.63
H 0.93 4.29 -7.01
C -6.53 2.62 2.11
O -7.68 2.73 1.73
N -5.78 1.62 1.90
N -5.82 3.52 2.65
H -4.93 1.53 2.43
H -6.27 0.77 1.69
H -6.17 4.46 2.47
H -5.01 3.23 3.17
C -6.49 -1.86 -1.37
O -6.74 -1.51 -0.20
N -5.46 -2.54 -1.79
N -7.31 -1.51 -2.35
H -5.04 -3.24 -1.19
H -5.41 -2.72 -2.78
H -8.15 -1.09 -1.98
H -7.21 -1.78 -3.32
C -0.76 4.35 5.12
O -1.40 3.89 4.18
N 0.40 4.99 4.92
N -1.22 4.28 6.37
H 0.80 5.53 5.67
H 0.65 4.99 3.94
H -0.83 5.02 6.94
H -2.10 3.80 6.52
C 0.56 7.34 2.89
O 1.41 6.59 2.51
N 0.66 8.24 3.87
N -0.69 7.22 2.63
H 1.57 8.36 4.30
H -0.18 8.56 4.31
H -1.35 7.79 3.13
H -0.88 6.31 2.23
C 2.55 4.43 -1.12
O 2.37 4.73 -2.25
N 3.48 3.64 -0.71
N 1.72 4.84 -0.17
H 3.68 3.51 0.28
H 4.10 3.30 -1.43
H 1.89 4.66 0.81
H 1.00 5.47 -0.50
C -2.88 4.43 1.18
O -1.86 3.86 0.90
N -4.02 4.52 0.48
N -3.11 5.09 2.27
H -3.98 4.14 -0.46
H -4.88 5.02 0.69
H -4.06 5.39 2.44
H -2.49 4.92 3.05
C -2.89 -0.67 -4.83
O -3.32 0.39 -4.41
N -2.32 -0.72 -5.94
N -3.18 -1.89 -4.40
H -1.94 -1.63 -6.17
H -2.27 0.05 -6.58
H -4.02 -1.96 -3.85
H -2.93 -2.77 -4.82
C 4.32 -3.86 0.97
O 3.89 -3.03 1.72
N 4.92 -3.54 -0.12
N 4.13 -5.18 1.11
H 5.11 -2.57 -0.36
H 5.12 -4.29 -0.76
H 3.57 -5.60 1.84
H 4.76 -5.71 0.54
C 1.39 -3.81 -2.23
O 1.87 -4.66 -2.90
N 1.89 -3.32 -1.18
N 0.32 -3.12 -2.53
H 1.55 -2.47 -0.75
H 2.82 -3.68 -0.97
H 0.00 -2.42 -1.87
H -0.04 -3.26 -3.46


83
Properties=species:S:1:pos:R:3 method="wB97M-V/def2-TZVPD" e_lumo_ev="1.02 / 1.04" orbital_gap_ha="0.187 / 0.188" total_charge=-1 spin_multiplicity=2
Co -0.79 -0.23 -1.27
C -6.88 1.68 -2.75
C -6.40 2.95 -2.45
C -5.11 3.13 -1.96
C -4.33 2.00 -1.80
C -2.93 1.82 -1.35
N -2.61 0.48 -1.37
C -3.75 -0.21 -1.72
N -3.99 -1.48 -1.62
C -3.05 -2.17 -0.92
C -3.42 -3.05 0.20
C -4.65 -3.52 0.62
C -4.69 -4.23 1.81
C -3.53 -4.44 2.55
C -2.29 -3.96 2.13
C -2.26 -3.27 0.93
C -1.17 -2.65 0.15
N 0.70 -3.18 -1.36
C 1.50 -2.10 -1.74
N 1.07 -0.84 -1.69
C 2.18 -0.02 -1.90
N 2.24 1.27 -1.61
C 1.24 1.99 -1.22
N -0.12 1.59 -1.19
C -0.84 2.67 -0.92
N -2.18 2.83 -1.06
C 0.01 3.81 -0.65
C -0.28 5.12 -0.26
C 0.79 5.97 -0.07
C 2.11 5.54 -0.27
C 2.39 4.25 -0.66
C 1.32 3.38 -0.85
C 3.32 -0.83 -2.17
C 4.66 -0.54 -2.43
C 5.53 -1.59 -2.59
C 5.10 -2.93 -2.49
C 3.78 -3.23 -2.22
C 2.89 -2.16 -2.06
N -1.76 -2.00 -0.99
C -4.81 0.74 -2.10
C -6.10 0.54 -2.57
H -7.89 1.57 -3.13
H -7.04 3.81 -2.59
H -4.72 4.11 -1.71
H -5.55 -3.31 0.04
H -5.63 -4.61 2.18
H -3.59 -4.97 3.49
H -1.40 -4.10 2.72
H -1.30 5.43 -0.10
H 0.61 6.99 0.25
H 2.92 6.24 -0.11
H 3.41 3.91 -0.82
H 5.00 0.49 -2.49
H 6.58 -1.40 -2.79
H 5.82 -3.73 -2.62
H 3.44 -4.25 -2.12
H -6.47 -0.45 -2.78
N 5.64 1.82 1.92
C 4.32 1.54 2.34
C 3.26 2.30 1.85
C 1.97 2.03 2.26
C 1.72 1.00 3.17
C 2.78 0.26 3.67
C 4.07 0.53 3.26
S 0.05 0.56 3.53
O 0.04 -0.21 4.75
O -0.74 1.76 3.49
N -0.35 -0.28 2.21
C 0.16 -1.47 1.96
N 0.87 -2.27 2.72
C 1.21 -3.49 2.21
C 0.91 -3.99 0.99
C 0.25 -3.10 0.02
N -0.09 -1.79 0.58
H 5.68 2.23 1.00
H 6.24 1.01 1.97
H 3.44 3.09 1.13
H 1.14 2.60 1.87
H 2.57 -0.55 4.36
H 4.90 -0.05 3.65
H 1.77 -4.12 2.90
H 1.23 -4.97 0.68
H -0.10 -3.28 -1.97


83
Properties=species:S:1:pos:R:3 method="wB97M-V/def2-TZVPD" e_lumo_ev="-3.14 / -5.26" orbital_gap_ha="0.183 / 0.216" total_charge=+1 spin_multiplicity=5
Pd 0.70 -0.83 -0.53
C 1.09 -5.39 4.16
C 0.06 -6.00 3.44
C -0.53 -5.39 2.35
C -0.06 -4.13 1.99
C -0.37 -3.25 0.90
N -1.24 -3.55 -0.08
C -1.22 -3.00 -1.25
C -2.21 -3.27 -2.29
C -3.32 -4.09 -2.30
C -4.10 -4.09 -3.45
C -3.77 -3.29 -4.55
C -2.65 -2.48 -4.54
C -1.87 -2.48 -3.39
C -0.67 -1.73 -3.02
N -0.08 -0.90 -3.80
C 0.97 -0.14 -3.44
N 1.33 0.18 -2.17
C 2.48 0.91 -2.21
N 3.19 1.38 -1.17
C 3.10 0.92 0.03
N 2.37 -0.17 0.44
C 2.59 -0.39 1.78
N 2.14 -1.37 2.49
C 1.22 -2.24 2.08
N 0.38 -2.12 1.00
C 0.97 -3.50 2.72
C 1.56 -4.13 3.81
C 3.55 0.60 2.26
C 4.05 0.83 3.53
C 4.93 1.91 3.68
C 5.26 2.71 2.60
C 4.72 2.49 1.33
C 3.87 1.42 1.18
C 2.86 1.12 -3.58
C 3.95 1.75 -4.17
C 4.03 1.72 -5.55
C 3.06 1.09 -6.33
C 1.97 0.45 -5.75
C 1.89 0.47 -4.36
N -0.28 -2.11 -1.75
H 1.53 -5.90 5.00
H -0.28 -6.98 3.75
H -1.32 -5.87 1.80
H -3.56 -4.71 -1.45
H -4.99 -4.71 -3.49
H -4.40 -3.32 -5.43
H -2.38 -1.87 -5.38
H 2.37 -3.66 4.35
H 3.76 0.21 4.36
H 5.35 2.12 4.65
H 5.95 3.54 2.74
H 4.96 3.14 0.50
H 4.70 2.23 -3.56
H 4.88 2.19 -6.04
H 3.16 1.10 -7.41
H 1.23 -0.05 -6.35
N -3.93 6.18 2.82
C -3.10 5.17 2.56
C -3.03 4.06 3.45
C -2.19 3.03 3.19
C -1.39 3.06 2.03
C -1.42 4.16 1.16
C -2.27 5.19 1.41
S -0.11 1.85 1.80
O -0.20 0.89 2.86
O 1.10 2.60 1.64
N -0.47 1.12 0.37
C -1.79 0.87 0.29
N -2.62 1.61 1.06
C -3.93 1.43 0.98
C -4.48 0.52 0.10
C -3.57 -0.19 -0.67
N -2.26 -0.04 -0.58
H -4.46 6.20 3.67
H -3.94 7.00 2.23
H -3.65 4.06 4.34
H -2.10 2.18 3.86
H -0.75 4.17 0.31
H -2.30 6.05 0.75
H -4.54 2.05 1.63
H -5.55 0.37 0.01
H -3.92 -0.92 -1.40


96
Properties=species:S:1:pos:R:3 method="wB97M-V/def2-TZVPD" e_lumo_ev="-0.50 / -3.82" orbital_gap_ha="0.234 / 0.153" spin_multiplicity=3
Au 0.91 0.49 0.26
C -3.14 0.59 3.10
N -1.72 0.80 2.96
C -1.01 1.79 2.46
S 0.72 1.63 2.30
N -1.54 2.98 2.11
C -0.77 4.12 1.51
H -3.36 -0.23 2.41
H -3.66 1.52 2.93
H -3.37 0.17 4.06
H -1.10 0.07 3.49
H -2.54 3.13 2.26
H -1.52 4.76 0.99
H -0.06 3.64 0.80
H -0.21 4.59 2.33
C 6.12 1.25 2.28
N 4.96 1.48 1.44
C 4.91 2.48 0.34
C 3.55 2.21 -0.28
O 3.08 2.78 -1.25
N 2.91 1.24 0.57
C 3.76 0.87 1.53
N 3.52 -0.05 2.47
H 6.73 2.15 2.23
H 6.72 0.32 2.08
H 5.77 1.14 3.31
H 5.83 2.41 -0.30
H 4.87 3.48 0.82
H 2.61 -0.52 2.54
H 4.27 -0.40 3.02
F -2.24 -2.14 -2.87
C -3.46 -1.58 -3.08
C -3.84 -0.35 -2.51
C -5.19 -0.02 -2.45
F -5.59 1.03 -1.72
C -6.15 -0.79 -3.15
F -7.46 -0.45 -3.34
C -5.73 -1.93 -3.83
F -6.61 -2.76 -4.47
C -4.39 -2.28 -3.83
F -4.03 -3.43 -4.41
Ge -2.39 1.02 -1.85
S -1.40 0.06 -0.09
C -0.91 1.44 -3.14
C -0.81 0.77 -4.36
F -1.77 -0.05 -4.80
C 0.31 0.98 -5.22
F 0.45 0.26 -6.37
C 1.05 2.11 -5.02
F 2.00 2.50 -5.86
C 0.84 2.92 -3.88
F 1.56 4.05 -3.81
C -0.12 2.56 -2.93
F -0.13 3.14 -1.73
C -3.42 2.63 -2.23
C -3.95 2.92 -3.45
F -3.65 2.19 -4.54
C -4.70 4.08 -3.63
F -5.15 4.36 -4.90
C -5.12 4.92 -2.61
F -6.28 5.61 -2.71
C -4.51 4.61 -1.37
F -4.96 5.30 -0.29
C -3.72 3.50 -1.17
F -3.14 3.23 0.10
Cl 0.37 -7.70 5.65
C 0.39 -6.04 5.34
C -0.72 -5.43 4.75
C -0.67 -4.09 4.40
C 0.44 -3.28 4.74
C 1.52 -3.90 5.41
C 1.48 -5.22 5.73
C 0.39 -1.81 4.29
O -0.72 -1.17 4.36
O 1.47 -1.48 3.81
H -1.66 -5.91 4.58
H -1.53 -3.58 3.96
H 2.43 -3.33 5.56
H 2.37 -5.62 6.24
C 3.63 -4.29 0.78
C 2.68 -3.60 1.50
C 2.07 -2.48 0.94
C 2.48 -1.99 -0.32
C 1.86 -0.85 -0.89
C 2.25 -0.50 -2.14
C 3.13 -1.25 -2.94
C 3.77 -2.32 -2.35
C 3.51 -2.71 -1.00
C 4.10 -3.87 -0.45
H 4.13 -5.19 1.19
H 2.39 -3.93 2.52
H 1.32 -1.95 1.51
H 1.93 0.49 -2.50
H 3.22 -0.99 -3.99
H 4.57 -2.84 -2.86
H 4.78 -4.49 -1.03


Respective energy values: -140864.24315, -114402.04270, -80244.89232, -192726.97751 eV.